Record 1
Formula: C4N4O
Source: OMol25
Level of theory: ωB97M-V/def2-TZVPD

Cartesian coordinates (Å):
C  -2.9311  0.1229  0.0533
C  -1.6279  -0.2387  -0.0044
C  1.7095  -1.2042  0.1058
C  1.5360  1.6645  -0.0009
N  -3.9636  0.6417  0.1963
N  -0.5847  -0.7535  -0.2413
N  0.5558  -1.0904  -0.4355
N  2.8311  -1.3934  0.3907
O  2.4749  2.2512  -0.0639

Results
**HOMO energy (spin up / spin down)**: -9.955 / -9.956 eV
**Total charge**: 0
**Energy above the lowest of the compared OMol25 structures with the same formula, charge and spin**: 7.6 kcal per mole
**DFT total energy**: -12150.3065 eV

=====

Record 2
Formula: C31H32MgN6Si
Source: OMol25
Level of theory: ωB97M-V/def2-TZVPD

Cartesian coordinates (Å):
Mg  0.2087  -0.2477  -0.2367
N  1.5227  -3.1492  -1.8535
C  0.6893  -3.4103  -0.7916
C  0.6896  -4.7375  -0.3284
C  -0.1440  -5.0912  0.7062
C  -0.9576  -4.1100  1.2596
C  -0.8692  -2.8242  0.7605
N  -0.0703  -2.4720  -0.2430
C  1.8637  -2.0271  -2.5674
C  2.9644  -2.1778  -3.4308
C  3.3824  -1.1076  -4.1829
C  2.6611  0.0783  -4.0950
C  1.5668  0.1206  -3.2504
N  1.1746  -0.8941  -2.4820
H  2.0838  -3.9519  -2.1082
H  1.3378  -5.4639  -0.7944
H  -0.1644  -6.1076  1.0710
H  -1.6387  -4.3380  2.0626
H  -1.4605  -2.0303  1.1856
H  3.4663  -3.1319  -3.4951
H  4.2438  -1.1947  -4.8287
H  2.9493  0.9397  -4.6748
H  0.9625  1.0137  -3.1912
C  -1.8397  4.1729  -3.2975
C  -2.0767  2.8104  -3.2040
C  -1.3038  2.0247  -2.3721
C  -0.2751  2.5934  -1.6139
C  -0.0472  3.9726  -1.7125
C  -0.8241  4.7476  -2.5484
N  0.4776  1.7507  -0.8101
N  1.5626  2.2236  -0.3609
C  2.3538  1.4153  0.4177
C  3.4023  2.0591  1.1054
C  4.2506  1.3112  1.8908
C  4.0765  -0.0652  1.9686
C  3.0431  -0.6836  1.2807
C  2.1462  0.0222  0.4867
H  -2.4455  4.7828  -3.9495
H  -2.8640  2.3559  -3.7873
H  -1.4734  0.9605  -2.3029
H  0.7386  4.4149  -1.1198
H  -0.6396  5.8090  -2.6241
H  3.4962  3.1363  1.0649
H  5.0411  1.7872  2.4539
H  4.7379  -0.6553  2.5891
H  2.9474  -1.7614  1.3851
C  0.2169  2.2823  2.8750
Si  -0.7029  0.6054  2.8333
C  -1.8674  0.8170  4.3495
C  0.3774  -0.8785  3.3968
N  -1.2417  0.2115  1.2475
C  -2.5144  0.0397  0.8146
C  -3.6672  0.2802  1.5900
C  -4.9310  0.0362  1.1024
C  -5.1221  -0.4442  -0.1828
C  -4.0061  -0.7013  -0.9623
C  -2.7376  -0.4755  -0.4751
H  0.6702  2.4480  3.8479
H  -0.4757  3.0977  2.6856
H  1.0041  2.3460  2.1373
H  -1.2743  0.9895  5.2443
H  -2.4812  -0.0577  4.5367
H  -2.5247  1.6729  4.2394
H  1.1256  -0.5735  4.1198
H  0.8941  -1.3384  2.5627
H  -0.2395  -1.6409  3.8647
H  -3.5482  0.6469  2.5930
H  -5.7847  0.2197  1.7406
H  -6.1183  -0.6220  -0.5605
H  -4.1319  -1.0980  -1.9598
H  -1.8662  -0.7332  -1.0721

Results
**HOMO energy**: -6.594 eV
**Total charge**: 0
**DFT total energy**: -54931.8559 eV

=====

Record 3
Formula: C21H52O21S5
Source: OMol25
Level of theory: ωB97M-V/def2-TZVPD

Cartesian coordinates (Å):
C  -3.0346  -0.6609  -4.2815
C  -4.1231  -1.3369  -3.4903
O  -4.3243  -0.6727  -2.2285
S  -4.7065  -1.5857  -0.9872
C  -3.1207  -2.1127  -0.4249
O  -5.2816  -0.7101  -0.0267
O  -5.4409  -2.7036  -1.4568
H  -3.3830  0.2784  -4.7160
H  -2.7728  -1.3192  -5.1117
H  -2.1495  -0.4387  -3.6901
H  -5.0541  -1.2799  -4.0677
H  -3.9906  -2.4171  -3.4138
H  -3.2896  -2.4900  0.5840
H  -2.4266  -1.2861  -0.3125
H  -2.7957  -2.8866  -1.1153
C  4.9565  0.9341  4.7999
C  4.5519  -0.4115  5.3523
O  5.7061  -1.2517  5.5291
S  6.0984  -2.2512  4.3542
C  5.5483  -3.7957  5.0329
O  5.3387  -1.9230  3.2000
O  7.5204  -2.2630  4.3007
H  4.1247  1.6302  4.7046
H  5.4919  0.8465  3.8529
H  5.6888  1.4039  5.4666
H  4.1224  -0.2730  6.3420
H  3.8428  -0.8767  4.6684
H  6.2824  -4.0002  5.8113
H  5.6444  -4.5243  4.2354
H  4.5632  -3.6854  5.4663
C  -0.2012  -3.6826  1.1421
C  0.7330  -4.8597  1.2488
O  1.6221  -4.6096  2.3760
S  1.8336  -5.7289  3.4458
C  0.4344  -5.5075  4.4946
O  1.7460  -7.0112  2.8371
O  2.9940  -5.3570  4.1720
H  -0.8982  -3.7285  1.9853
H  -0.8580  -3.7440  0.2731
H  0.3196  -2.7328  1.1057
H  0.1815  -5.7865  1.4000
H  1.3801  -4.9646  0.3805
H  0.5594  -4.5767  5.0380
H  0.4391  -6.3424  5.1937
H  -0.4751  -5.5598  3.9014
C  -0.7828  2.1173  -7.7323
C  -0.6876  1.5881  -6.3250
O  -0.2824  0.2107  -6.4178
S  0.4590  -0.4391  -5.1740
C  2.1506  -0.1767  -5.6412
O  0.1933  0.3456  -4.0075
O  0.1481  -1.8171  -5.2280
H  -1.4990  1.5058  -8.2860
H  0.1771  2.0198  -8.2389
H  -1.1525  3.1397  -7.7565
H  0.0278  2.1478  -5.7198
H  -1.6588  1.6673  -5.8334
H  2.1665  0.8496  -6.0129
H  2.3701  -0.8350  -6.4748
H  2.7724  -0.2655  -4.7586
C  -2.8973  7.2363  -2.4083
C  -2.5321  6.0636  -1.5339
O  -1.3149  6.4203  -0.8297
S  -0.8314  5.4491  0.3275
C  0.6780  4.8781  -0.3648
O  -0.5324  6.2538  1.4567
O  -1.7525  4.3661  0.4083
H  -3.3885  8.0338  -1.8548
H  -3.5656  6.9275  -3.2144
H  -2.0139  7.6541  -2.8953
H  -3.3207  5.8845  -0.8042
H  -2.3908  5.1394  -2.0950
H  1.1876  5.7142  -0.8365
H  0.4687  4.1098  -1.1032
H  1.2812  4.5130  0.4633
C  -0.7292  0.3782  3.9741
O  -1.8301  1.2380  3.6912
C  -2.3977  1.0506  2.4925
O  -2.1758  0.0924  1.7805
O  -3.2733  2.0130  2.2977
C  -3.9016  2.0925  1.0001
H  -1.0473  -0.6644  3.9593
H  -0.3663  0.6548  4.9593
H  0.0746  0.5134  3.2492
H  -4.3463  3.0808  0.9565
H  -4.6593  1.3171  0.9693
H  -3.1606  2.0036  0.2158
C  -0.7622  1.3852  -0.9046
O  0.2389  1.2457  0.0803
C  0.9124  0.0994  0.1245
O  0.8174  -0.8159  -0.6445
O  1.7300  0.1578  1.1855
C  2.6115  -0.9366  1.3495
H  -1.6172  0.7266  -0.7487
H  -0.4339  1.2510  -1.9358
H  -1.1239  2.4071  -0.8051
H  3.0840  -1.2846  0.4325
H  2.1099  -1.8120  1.7721
H  3.3712  -0.6411  2.0677

Results
**HOMO energy**: -10.681 eV
**Total charge**: 0
**SMILES**: CCOS(C)(=O)=O.CCOS(C)(=O)=O.CCOS(C)(=O)=O.CCOS(C)(=O)=O.CCOS(C)(=O)=O.COC(=O)OC.COC(=O)OC
**DFT total energy**: -119791.9890 eV

=====

Record 4
Formula: C18H30Br6F9Fe2O6
Source: OMol25
Level of theory: ωB97M-V/def2-TZVPD

Cartesian coordinates (Å):
Fe  -0.9996  -1.5928  -0.7121
Fe  -1.8413  -0.6779  2.3956
C  -1.9071  1.3877  4.1477
O  -0.7542  0.8743  3.3389
O  -2.8843  0.3552  3.9847
C  -1.3284  1.7004  5.6423
F  -0.0275  1.3097  5.8661
F  -1.4049  3.0069  5.8953
F  -2.0139  1.1363  6.6081
C  0.1749  1.8853  2.9693
C  1.3840  1.1257  2.3332
H  1.2026  0.3144  1.6281
H  1.9866  1.8436  1.7769
H  1.9319  0.7655  3.2039
H  0.5263  2.5321  3.7731
H  -0.2566  2.6426  2.3147
H  -2.2227  2.3260  3.6915
C  0.0058  -2.8364  2.3685
O  -1.0844  -2.5138  3.2273
O  -0.4113  -1.9238  1.3555
C  1.4352  -2.7159  2.9039
F  1.7461  -1.5210  3.4552
F  1.6696  -3.7024  3.8072
F  2.3408  -3.1321  2.0018
C  -1.4985  -3.3837  4.3664
C  -2.2870  -2.6006  5.4281
H  -2.3386  -3.1907  6.3431
H  -1.6904  -1.7001  5.5740
H  -3.2282  -2.1781  5.0762
H  -0.6642  -3.9123  4.8274
H  -2.1368  -4.1693  3.9621
H  -0.1968  -3.8354  1.9826
C  -2.2613  1.0024  -0.8197
O  -1.4276  0.1854  -1.7298
O  -2.0644  0.1377  0.2604
C  -1.6361  2.4055  -0.5386
F  -1.7711  3.2094  -1.6158
F  -2.2238  3.0135  0.5504
F  -0.3433  2.5408  -0.3742
C  -1.0743  0.7030  -3.0150
C  -0.3815  -0.2546  -3.7831
H  -0.9320  -1.1891  -3.8920
H  -0.1729  0.2068  -4.7484
H  0.5473  -0.5583  -3.3003
H  -0.6549  1.7091  -3.0081
H  -2.0571  0.8094  -3.4741
H  -3.3074  1.1014  -1.1095
Br  0.8087  -2.8763  -6.2999
C  -0.5243  -3.3746  -7.5765
C  -1.6554  -2.3149  -7.3558
Br  -1.0427  -0.4937  -7.9504
H  -0.8480  -4.3676  -7.2644
H  -0.1710  -3.4242  -8.6065
H  -1.9175  -2.3297  -6.2978
H  -2.5268  -2.6047  -7.9430
Br  1.7861  -0.3223  -0.9276
C  3.6355  0.1854  -0.4165
C  4.4737  -0.8448  0.3202
Br  6.0435  0.0844  1.1091
H  3.4321  0.8519  0.4217
H  4.1244  0.6502  -1.2727
H  4.8364  -1.6254  -0.3486
H  3.9344  -1.2212  1.1894
Br  -0.1078  3.9594  -4.8773
C  0.9668  4.3941  -3.2407
C  2.1695  3.4361  -3.1734
Br  3.0934  3.8278  -1.4508
H  0.2651  4.4750  -2.4105
H  1.2499  5.4129  -3.5051
H  2.8282  3.4052  -4.0414
H  1.6795  2.4747  -3.0201

Results
**HOMO energy (spin up / spin down)**: -6.042 / -9.185 eV
**Total charge**: 0
**DFT total energy**: -544920.9257 eV
**Multiplicity**: 10

=====

Record 5
Formula: C2H3N2OP
Source: OMol25
Level of theory: ωB97M-V/def2-TZVPD

Cartesian coordinates (Å):
C  0.0957  1.3664  1.1664
C  -1.2482  -0.5357  -0.4479
N  -3.2728  0.4421  0.3794
N  -2.3384  -0.0032  -0.0236
O  0.6695  0.2037  1.1189
P  -0.2125  -1.1555  0.8318
H  0.8543  1.9784  1.6244
H  -0.9962  0.0249  -1.3791
H  0.6843  -1.8867  -0.0719

Results
**HOMO energy**: -8.831 eV
**Total charge**: 0
**Energy above the lowest of the compared OMol25 structures with the same formula, charge and spin**: 106.5 kcal per mole
**DFT total energy**: -16433.8286 eV

=====

Record 6
Formula: C5H8
Source: OMol25
Level of theory: ωB97M-V/def2-TZVPD

Cartesian coordinates (Å):
C  0.1847  1.4559  -1.3462
C  0.0552  0.6014  -0.3480
C  -1.1134  -0.1382  0.2257
C  -0.0922  -1.1152  0.8714
C  1.0678  -0.1832  0.4423
H  -0.6800  1.9716  -1.7483
H  0.9422  1.0003  -1.9534
H  -1.7482  -0.5630  -0.5668
H  -1.7227  0.4539  0.9008
H  -0.0361  -2.0811  0.3645
H  -0.2255  -1.2709  1.9408
H  1.9600  -0.6083  -0.0343
H  1.4082  0.4769  1.2514

Results
**HOMO energy**: -8.768 eV
**Total charge**: 0
**Energy above the lowest of the compared OMol25 structures with the same formula, charge and spin**: 43.1 kcal per mole
**SMILES**: C=C1CCC1
**DFT total energy**: -5312.2992 eV

=====

Record 7
Formula: C3H6IN2OS
Source: OMol25
Level of theory: ωB97M-V/def2-TZVPD

Cartesian coordinates (Å):
I  0.2034  -2.0781  3.1291
S  -1.2538  -0.3687  2.8483
N  -1.7280  -0.2802  1.0395
C  -0.6953  -0.0100  0.2483
N  -0.7057  0.2315  -1.0028
C  0.6666  0.6161  -1.3833
C  1.4718  0.0915  -0.2657
O  0.4825  -0.0148  0.8070
H  -2.6438  -0.2143  0.6155
H  -1.4672  0.4705  -1.6421
H  0.6709  1.6776  -1.4530
H  0.9042  0.3183  -2.3686
H  1.7557  -1.0082  -0.5511
H  2.3387  0.5688  -0.0212

Results
**HOMO energy**: -12.573 eV
**Total charge**: +1
**Energy above the lowest of the compared OMol25 structures with the same formula, charge and spin**: 5.1 kcal per mole
**SMILES**: IS/[NH+]=C1/NCCO1
**DFT total energy**: -27164.2582 eV

=====

Record 8
Formula: C5H17NO2
Source: OMol25
Level of theory: ωB97M-V/def2-TZVPD

Cartesian coordinates (Å):
C  0.8198  2.1126  1.4598
C  0.5675  0.6156  1.3092
C  -0.9190  0.2404  1.4195
C  -1.7764  0.3802  0.1575
C  -1.1079  0.0973  -1.1866
N  -0.8741  -1.3090  -1.5236
H  0.5565  2.6494  0.5449
H  1.8688  2.3490  1.6579
H  0.2985  2.5336  2.3199
H  0.9872  0.2715  0.3639
H  1.1093  0.0648  2.0798
H  -1.3616  0.8499  2.2152
H  -0.9874  -0.7302  1.9123
H  -2.1370  1.4134  0.1069
H  -2.6426  -0.2719  0.2275
H  -0.1659  0.6449  -1.2746
H  -1.7149  0.5344  -1.9785
H  -0.5845  -1.9049  -0.7457
H  -1.7230  -1.6793  -1.9288
O  1.4084  -2.3370  -0.0312
H  1.8480  -2.0550  0.7786
H  1.9310  -1.9157  -0.7378
O  1.8641  -1.0898  -2.3935
H  1.8157  -0.1262  -2.4454
H  0.9197  -1.3377  -2.3072

Results
**HOMO energy**: -9.550 eV
**Total charge**: 0
**Energy above the lowest of the compared OMol25 structures with the same formula, charge and spin**: 4.7 kcal per mole
**SMILES**: CCCCCN.O.O
**DFT total energy**: -11046.0527 eV